A 11-piece molecular cluster, C57H55N2O38P overall at a distorted geometry, computed with wB97M-V/def2-TZVPD.

```
153
Properties=species:S:1:pos:R:3
O -2.72057 -6.74350 1.07605
C -2.23131 -6.28129 2.07319
C -1.79609 -4.85344 2.16134
C -1.52828 -4.24743 3.32982
O -1.12240 -2.93658 3.44056
C -1.52473 -4.97689 4.65459
O -1.24056 -4.48376 5.77054
C -1.88260 -6.32861 4.50077
C -2.15873 -6.92034 3.37689
O -2.50845 -8.23489 3.27417
H -1.92910 -4.19476 1.31585
H -0.78523 -2.67721 4.30117
H -2.04562 -6.89020 5.40876
H -3.06539 -8.29229 2.49435
O 2.81215 -3.08673 -3.76465
C 3.46049 -2.77150 -2.79064
C 3.70117 -3.66814 -1.64350
C 4.66580 -3.43957 -0.66262
O 4.87792 -4.33469 0.33553
C 5.40187 -2.18818 -0.58044
O 6.17701 -1.88828 0.32077
C 5.26150 -1.36733 -1.81950
C 4.36568 -1.59692 -2.79138
O 4.29082 -0.81548 -3.93421
H 3.20224 -4.62128 -1.73833
H 5.64114 -4.11478 0.87475
H 6.05924 -0.66524 -2.01200
H 3.57284 -1.04985 -4.52681
O 7.19587 1.45331 -0.22469
C 6.31919 2.20822 0.24977
C 5.74559 3.22338 -0.58268
C 4.71694 4.00805 -0.13418
O 4.41881 5.11254 -0.94987
C 4.00077 3.85960 1.14071
O 3.04288 4.50275 1.43202
C 4.51697 2.69663 1.88254
C 5.48851 1.91632 1.45023
O 5.92365 0.82227 2.11689
H 6.16911 3.47230 -1.54448
H 3.77173 5.64618 -0.48286
H 4.06610 2.31398 2.78625
H 6.76191 0.45414 1.82810
O 6.44314 1.94980 5.57072
C 5.69077 1.25153 6.27914
C 4.57350 0.61247 5.69167
C 3.63931 -0.07678 6.38401
O 2.53131 -0.61087 5.83170
C 3.81146 -0.37330 7.78184
O 3.04020 -1.03823 8.34803
C 5.00051 0.26834 8.37706
C 5.82515 1.08916 7.73967
O 6.92573 1.70730 8.35461
H 4.38815 0.93715 4.67845
H 2.06953 -0.85561 6.63697
H 5.29748 0.18138 9.41179
H 7.59022 1.95776 7.70861
O -9.08551 0.28736 -1.48703
C -7.85259 0.01197 -1.50292
C -7.28484 -0.95474 -2.51057
C -5.98665 -1.33788 -2.55232
O -5.51447 -2.23007 -3.47746
C -4.94921 -0.77216 -1.60125
O -3.70961 -0.94630 -1.73847
C -5.52431 0.08538 -0.54106
C -6.80841 0.42126 -0.45036
O -7.28428 1.06533 0.55017
H -7.82947 -1.35264 -3.35404
H -4.56717 -2.09117 -3.54758
H -4.75856 0.41356 0.14621
H -8.21428 1.28460 0.45731
O -3.01099 -2.72300 -4.84049
C -1.86142 -3.01282 -5.26730
C -0.97444 -3.99539 -4.65988
C 0.22558 -4.39432 -5.15257
O 1.00046 -5.25583 -4.44831
C 0.87058 -3.76908 -6.30381
O 2.01436 -3.98336 -6.73865
C -0.00442 -2.81008 -6.96407
C -1.23915 -2.41729 -6.48535
O -1.93308 -1.43789 -7.13096
H -1.21505 -4.57277 -3.77946
H 1.86750 -4.84421 -4.42823
H 0.11951 -2.30630 -7.91129
H -2.85910 -1.68689 -7.17666
O -4.35873 1.57366 4.19707
C -4.50800 0.46226 3.70380
C -5.78053 -0.19809 3.89651
C -6.10339 -1.39088 3.43762
O -7.28990 -2.05151 3.79558
C -5.20179 -2.22938 2.48554
O -5.58398 -3.23785 1.85240
C -3.86480 -1.69448 2.50262
C -3.54171 -0.44379 2.98667
O -2.27450 0.13399 2.91983
H -6.48889 0.25464 4.57449
H -7.74051 -1.31297 4.21164
H -3.10037 -2.29527 2.03239
H -1.91077 -0.28862 2.13835
O 1.12037 -0.05475 -3.66747
C 0.87395 0.59564 -4.65419
C -0.03904 1.75681 -4.75063
C -0.43767 2.42115 -5.86628
O -1.43656 3.25999 -5.81110
C 0.20023 2.28887 -7.09658
O -0.02056 3.02270 -8.12124
C 1.17987 1.26919 -7.10727
C 1.39555 0.35780 -6.13883
O 2.24974 -0.66748 -6.24660
H -0.59995 1.94393 -3.84687
H -1.70887 3.60361 -6.66513
H 1.66518 0.96675 -8.02347
H 2.53320 -0.80490 -7.15344
C 1.51960 -0.04976 2.48423
O 1.54964 -0.88830 1.30271
P 0.26773 -1.06621 0.39373
O -1.00180 -1.15686 1.15612
O 0.35006 0.23070 -0.53204
C -0.82952 0.75963 -1.06467
O 0.69140 -2.25753 -0.63572
C -0.00545 -2.58659 -1.79964
H 0.52820 0.39970 2.54078
H 2.15458 0.80669 2.25757
H 1.88521 -0.64720 3.31940
H -0.72143 1.84362 -1.02787
H -1.68521 0.34174 -0.53432
H -0.94801 0.17900 -1.97952
H -1.07434 -2.39746 -1.89850
H 0.12176 -3.65376 -1.98145
H 0.43690 -2.04895 -2.63832
C -1.70943 5.07139 4.21337
N -1.51228 5.01690 2.75764
C -0.41217 5.78916 2.17402
C -1.89138 3.84704 2.17528
O -1.35453 3.46530 1.11636
H -1.01328 4.34898 4.63952
H -2.66710 4.71596 4.59367
H -1.63855 6.10988 4.53682
H 0.55249 5.64262 2.65988
H -0.27257 5.54669 1.12054
H -0.69957 6.83614 2.27059
H -2.70260 3.38401 2.75814
C -1.85277 4.75573 -1.77657
N -0.52886 5.45464 -1.64863
C 0.63374 4.66877 -2.04380
C -0.48387 6.80288 -1.46492
O 0.47667 7.46539 -1.72260
H -2.65551 5.21082 -1.19640
H -1.70597 3.73245 -1.43098
H -2.10239 4.93333 -2.82263
H 0.82079 4.42199 -3.08889
H 1.57765 5.10509 -1.71707
H 0.47867 3.75705 -1.46688
H -1.35033 7.17244 -0.89496
```

- HOMO energy (eV) = -9.11
- multiplicity = 1
- total charge = 0
- SMILES = O=C1C=C(O)C(=O)C=C1O.O=C1C=C(O)C(=O)C=C1O.O=C1C=C(O)C(=O)C=C1O.O=C1C=C(O)C(=O)C=C1O.O=C1C=C(O)C(=O)C=C1O.O=C1C=C(O)C(=O)C=C1O.O=C1C=C(O)C(=O)C=C1O.O=C1C=C(O)C(=O)C=C1O.COP(=O)(OC)OC.CN(C)C=O.CN(C)C=O

C57H55N7OP2RuS as an isolated structure, computed with wB97M-V/def2-TZVPD.

```
124
Properties=species:S:1:pos:R:3
Ru -0.67781 0.16012 -0.90089
C 8.31930 -1.35762 9.24299
O 8.60753 -1.31254 7.84380
C 7.59301 -1.15601 6.98771
C 7.95008 -1.12407 5.63113
C 6.98290 -0.96888 4.67066
C 5.63302 -0.83780 5.02937
C 5.28722 -0.87121 6.38241
C 6.25237 -1.02869 7.35958
C 4.58390 -0.66777 4.03573
N 3.28773 -0.58798 4.28575
C 2.69619 -0.42924 3.07262
C 3.63363 -0.41123 2.05210
N 4.83818 -0.56490 2.68852
C 3.28285 -0.24315 0.68516
C 4.15939 -0.16872 -0.41366
C 3.65349 0.02194 -1.67137
C 2.27029 0.13791 -1.85186
N 1.42803 0.07460 -0.83637
C 1.90756 -0.11487 0.41619
C 0.92260 -0.13534 1.46032
N -0.38126 0.00990 1.08581
C -1.30681 0.00063 2.03391
C -1.00591 -0.15249 3.39043
C 0.29898 -0.29659 3.78300
C 1.29870 -0.29001 2.79871
H 9.27472 -1.48741 9.73886
H 7.67009 -2.20087 9.48243
H 7.86132 -0.42652 9.57943
H 8.99391 -1.22639 5.36712
H 7.30140 -0.95604 3.63412
H 4.24919 -0.77089 6.66805
H 5.95736 -1.05027 8.39769
H 5.75259 -0.59503 2.27211
H 5.22896 -0.25523 -0.26794
H 4.30642 0.08596 -2.53060
H 1.84528 0.28156 -2.83582
H -2.33096 0.10351 1.71262
H -1.81516 -0.15295 4.10737
H 0.58050 -0.41288 4.82173
C -2.29705 3.37666 -1.11832
N -3.38844 2.63586 -1.73373
C -3.96332 1.63355 -0.85479
P -3.01915 0.02379 -1.02956
C -3.61638 -0.45126 -2.68086
C -2.77766 -0.36591 -3.78760
C -3.25613 -0.62859 -5.06473
C -4.57941 -1.00556 -5.24003
C -5.42174 -1.12123 -4.13954
C -4.94623 -0.83855 -2.86979
C -3.99380 -1.02856 0.09048
C -4.04319 -2.40146 -0.15812
C -4.76053 -3.23879 0.68306
C -5.43684 -2.71864 1.77831
C -5.39732 -1.35530 2.03152
C -4.68051 -0.51377 1.19259
C -3.84811 2.90227 -2.98588
C -3.06382 3.68052 -3.89231
C -3.52401 3.94005 -5.15541
C -4.77776 3.46812 -5.56236
C -5.56536 2.71740 -4.68603
C -5.11845 2.42663 -3.42308
P -0.65870 2.48472 -0.88230
C 0.01810 3.48439 0.48241
C 1.25371 3.11304 1.01261
C 1.86050 3.86122 2.00951
C 1.24529 5.00888 2.48561
C 0.03708 5.41689 1.93864
C -0.56950 4.66814 0.94069
C 0.26050 3.04435 -2.34746
C 1.15126 4.11537 -2.31057
C 1.83752 4.48849 -3.45988
C 1.64030 3.80042 -4.64881
C 0.75215 2.73226 -4.69538
C 0.07165 2.35540 -3.54731
H -2.65647 3.65805 -0.12805
H -2.10896 4.28886 -1.67385
H -5.00564 1.43395 -1.07839
H -3.88589 2.00200 0.16674
H -1.72843 -0.13341 -3.66333
H -2.59207 -0.56198 -5.91719
H -4.95137 -1.22973 -6.23163
H -6.44826 -1.43774 -4.27344
H -5.60949 -0.94640 -2.01794
H -3.52736 -2.81439 -1.01492
H -4.80334 -4.29995 0.47451
H -6.00317 -3.37315 2.42782
H -5.93419 -0.94319 2.87580
H -4.68044 0.54721 1.41565
H -2.08084 4.02347 -3.60343
H -2.91651 4.51277 -5.84361
H -5.14290 3.69540 -6.55527
H -6.54461 2.38060 -4.99913
H -5.76313 1.88073 -2.75100
H 1.77312 2.25661 0.61472
H 2.81895 3.55114 2.40649
H 1.71339 5.59513 3.26538
H -0.43439 6.32778 2.28305
H -1.49302 5.04913 0.52841
H 1.32003 4.65531 -1.38741
H 2.52938 5.31971 -3.42453
H 2.17770 4.09617 -5.54043
H 0.59594 2.19515 -5.62263
H -0.62804 1.52844 -3.59724
C -0.38454 -5.57273 0.29122
N -0.03767 -4.21109 -0.13319
C 0.25412 -3.29686 0.95330
C -0.27900 -3.76192 -1.37093
S -0.83162 -2.15413 -1.74139
N -0.19463 -4.61665 -2.39833
C -0.78702 -4.34237 -3.70691
C 0.74155 -5.74876 -2.39302
H -0.97863 -5.49501 1.20201
H 0.50022 -6.17178 0.50382
H -0.98495 -6.06387 -0.46634
H 0.89464 -3.80332 1.67550
H -0.66043 -2.97050 1.45819
H 0.78308 -2.44093 0.55817
H -1.70974 -3.78127 -3.60086
H -1.00402 -5.29774 -4.18098
H -0.09569 -3.78146 -4.33860
H 1.45665 -5.64209 -1.58358
H 1.28397 -5.73282 -3.33723
H 0.22836 -6.70565 -2.30658
```

- HOMO energy (alpha / beta) (eV) = -13.01 / -13.01
- multiplicity = 2
- energy relative to the best compared isomer or geometry (same formula, charge and spin) (kJ/mol) = 0.0
- total charge = +3
- <S²> = 0.7813

A 9-piece molecular cluster, C57H58F8N2O5S overall at a distorted geometry, computed with wB97M-V/def2-TZVPD.

```
131
Properties=species:S:1:pos:R:3
C 1.81761 -2.61330 -0.67464
C 1.01755 -2.00557 -1.81299
O 0.07878 -2.53942 -2.22601
N 1.44204 -0.75200 -2.30928
C 0.70616 0.25957 -1.52348
C 1.15022 1.69851 -1.75692
C 0.15077 2.72793 -1.21359
C -0.49104 2.31414 0.10760
O -1.65379 1.54498 -0.22233
S -2.80100 1.58513 0.93431
O -2.61817 0.49948 1.84027
O -4.10862 1.11417 0.01593
C -3.80091 0.63025 -1.29245
C -5.09423 0.10322 -1.91632
C -5.56331 -1.14091 -1.17939
N -5.09319 -2.36379 -1.68828
O -6.29532 -1.07471 -0.26317
H 1.16933 -3.29292 -0.14206
H 2.70086 -3.10816 -1.06740
H 2.11181 -1.83406 0.02141
H 2.44005 -0.64328 -2.15233
H -0.33117 0.20374 -1.83462
H 0.72511 0.05638 -0.44757
H 2.12777 1.89875 -1.32401
H 1.24231 1.87639 -2.82596
H -0.63308 2.82628 -1.94766
H 0.59377 3.71026 -1.09679
H 0.22934 1.71686 0.66166
H -0.70098 3.18543 0.71650
H -3.44922 1.41447 -1.95047
H -3.10064 -0.19897 -1.27141
H -4.92513 -0.11425 -2.96742
H -5.86817 0.85965 -1.85380
H -4.24698 -2.17663 -2.22159
H -4.81019 -2.93371 -0.89401
F 4.11833 0.43613 -0.98444
C 5.22286 -0.34438 -0.96640
C 5.40339 -1.21862 0.08556
C 6.52938 -2.02858 0.09823
C 7.45692 -1.94611 -0.93110
C 7.25952 -1.05596 -1.97740
C 6.13118 -0.24946 -2.00067
H 4.67012 -1.26310 0.88077
H 6.68143 -2.72617 0.91152
H 8.33462 -2.57906 -0.91797
H 7.98346 -0.99115 -2.77802
H 5.95249 0.44402 -2.81219
F -2.44257 4.70360 0.38335
C -3.23388 5.31038 -0.52747
C -4.05812 4.54014 -1.32179
C -4.86817 5.16717 -2.25706
C -4.83668 6.54845 -2.39073
C -3.99807 7.30542 -1.58406
C -3.19232 6.68486 -0.64042
H -4.06396 3.46508 -1.20585
H -5.52478 4.57653 -2.88227
H -5.46705 7.03458 -3.12384
H -3.97014 8.38183 -1.68954
H -2.53677 7.25756 0.00270
F -1.44540 2.97402 6.49372
C -2.48074 2.16425 6.18192
C -3.63885 2.23242 6.93000
C -4.70018 1.40247 6.59877
C -4.58588 0.51470 5.53580
C -3.41008 0.45872 4.79935
C -2.35013 1.29276 5.12096
H -3.70457 2.92651 7.75784
H -5.61764 1.44907 7.17050
H -5.41477 -0.13312 5.28134
H -3.31732 -0.23182 3.97473
H -1.42903 1.26950 4.55226
F 1.24587 -8.49942 -1.13876
C 0.42897 -7.78048 -1.93571
C -0.48333 -8.44143 -2.73301
C -1.32484 -7.69859 -3.54862
C -1.23668 -6.31273 -3.56295
C -0.30951 -5.66454 -2.75683
C 0.52724 -6.40360 -1.93247
H -0.53060 -9.52243 -2.71250
H -2.04982 -8.20280 -4.17409
H -1.89196 -5.73674 -4.20355
H -0.23589 -4.58587 -2.76884
H 1.25176 -5.91898 -1.29021
F -0.60872 3.39111 -4.06132
C -1.43179 4.07739 -4.88066
C -2.33677 3.38251 -5.65705
C -3.18795 4.09100 -6.49253
C -3.11668 5.47652 -6.54619
C -2.19643 6.15615 -5.75979
C -1.34884 5.45418 -4.91558
H -2.37075 2.30176 -5.60527
H -3.90721 3.56085 -7.10255
H -3.77939 6.02628 -7.20170
H -2.13783 7.23556 -5.80340
H -0.63066 5.96568 -4.28794
F 7.65623 -3.84697 -3.72157
C 7.10575 -5.02674 -3.36918
C 7.33204 -6.13515 -4.15988
C 6.76839 -7.34890 -3.79375
C 5.98227 -7.43667 -2.65285
C 5.76308 -6.30980 -1.87273
C 6.33178 -5.09484 -2.22790
H 7.94146 -6.04462 -5.04961
H 6.94265 -8.22738 -4.40062
H 5.54054 -8.38392 -2.37243
H 5.14721 -6.37617 -0.98534
H 6.17850 -4.20783 -1.62842
F 1.71514 -4.48792 6.02452
C 0.42898 -4.08759 5.97406
C -0.55458 -5.01865 5.70737
C -1.87774 -4.60390 5.65992
C -2.19761 -3.26916 5.86938
C -1.19408 -2.34725 6.13212
C 0.13013 -2.75739 6.19035
H -0.28358 -6.05283 5.53946
H -2.65995 -5.32372 5.45843
H -3.23022 -2.94704 5.82752
H -1.44340 -1.30601 6.29086
H 0.92641 -2.05542 6.40154
F 4.42892 6.66823 4.57290
C 3.19782 6.21464 4.88029
C 2.90173 4.88202 4.67414
C 1.63452 4.41695 4.99572
C 0.68164 5.28680 5.50762
C 0.99750 6.62430 5.70372
C 2.26585 7.09420 5.39329
H 3.65648 4.22147 4.26737
H 1.38959 3.37341 4.84668
H -0.30522 4.92028 5.75285
H 0.25466 7.30425 6.09935
H 2.53398 8.13142 5.54646
```

- HOMO energy (eV) = -9.12
- multiplicity = 1
- total charge = 0

| no. | molecular weight (g/mol) |
| --- | --- |
| 1 | 1407.0 |
| 2 | 1049.2 |
| 3 | 1035.2 |